(1)
Formula: C17H27ClNO3PTi
Source: OMol25
Level of theory: ωB97M-V/def2-TZVPD

Output
Strongest force on any atom in Eh/bohr: 0.1852
Highest occupied orbital energy (alpha / beta) in hartree: -0.8125 / -0.8131
Net charge: +4

Last column: natural (NBO) charge in e.
Cartesian coordinates (Å):
Ti (-0.0625, -0.4534, -0.1256)  1.044
C (-2.1014, -0.3869, -0.4663)  0.496
O (-3.2780, -0.4015, -0.4623)  -0.184
C (-0.3272, 1.6472, 0.2721)  0.562
O (-0.4256, 2.7661, 0.6053)  -0.215
C (1.8729, 0.1889, 0.1811)  0.494
O (2.9510, 0.5835, 0.4160)  -0.171
C (-1.5153, 1.0053, -3.2625)  -0.506
P (-0.0429, 0.2786, -2.4227)  1.159
H (0.6157, -1.6068, -3.7847)  0.327
H (-2.3365, 0.3267, -3.0222)  0.246
C (1.4315, 0.9398, -3.3186)  -0.501
H (1.1561, 0.9039, -4.3753)  0.301
C (-1.3456, 1.0392, -4.7812)  -0.630
H (-1.0499, 0.0745, -5.2015)  0.229
H (-0.6160, 1.7902, -5.1031)  0.246
H (-2.3048, 1.3033, -5.2338)  0.303
C (-1.8831, 2.3777, -2.6959)  -0.619
H (-1.1511, 3.1479, -2.9565)  0.247
C (0.7155, -2.3133, -1.7349)  -0.552
H (-1.9963, 2.3839, -1.6132)  0.185
H (-2.8423, 2.6651, -3.1338)  0.297
C (-1.4091, -2.1171, -3.1614)  -0.620
H (0.2892, -2.1614, -0.6740)  0.059
H (0.4971, -3.3889, -1.8539)  0.344
H (1.8093, -2.1613, -1.7063)  0.306
C (-0.0099, -1.5389, -2.8795)  -0.515
H (-1.3361, -3.2104, -3.2513)  0.287
H (-1.8218, -1.7214, -4.0979)  0.280
H (-2.1067, -1.8900, -2.3440)  0.189
C (2.6783, 0.0795, -3.1099)  -0.612
H (2.9456, 0.0360, -2.0499)  0.179
H (3.5101, 0.5400, -3.6562)  0.307
H (2.5522, -0.9372, -3.4867)  0.222
C (1.6886, 2.4001, -2.9312)  -0.623
H (1.8609, 2.5005, -1.8551)  0.193
H (0.8675, 3.0661, -3.2062)  0.243
H (2.5880, 2.7467, -3.4529)  0.299
H (-0.2078, -4.9401, -1.1343)  -0.011
H (-0.1887, -4.9870, -0.3973)  0.021
Cl (-0.2659, 0.2647, 5.6437)  0.281
C (-0.4452, -0.7649, 4.2877)  -0.017
C (-0.8306, -2.1070, 4.4213)  -0.003
C (-0.9515, -2.8966, 3.2653)  -0.185
C (-0.7051, -2.3312, 2.0279)  0.066
N (-0.3070, -1.0447, 1.9305)  -0.561
C (-0.1663, -0.2432, 3.0271)  0.011
H (-0.9962, -2.4977, 5.4119)  0.309
H (-1.2388, -3.9506, 3.2973)  0.309
H (-0.8385, -2.8936, 1.0729)  0.240
H (0.1501, 0.7714, 2.8970)  0.243

(2)
Formula: C17H27CoF6N8OP
Source: OMol25
Level of theory: ωB97M-V/def2-TZVPD

Output
Strongest force on any atom in Eh/bohr: 0.0140
Highest occupied orbital energy in hartree: -0.4046
Net charge: +1

Last column: natural (NBO) charge in e.
Cartesian coordinates (Å):
Co (-0.4330, -0.4776, 0.1783)  1.249
O (1.2752, -0.5542, 0.8563)  -0.741
C (1.5709, -0.0807, 2.0849)  0.341
C (2.5935, -0.7019, 2.7963)  -0.268
C (2.9330, -0.2609, 4.0605)  -0.150
C (2.2576, 0.8077, 4.6467)  -0.239
C (1.2637, 1.4398, 3.9361)  -0.154
C (0.9259, 1.0213, 2.6449)  -0.149
C (-0.0803, 1.7321, 1.8691)  0.428
N (-0.6201, 1.3425, 0.7180)  -0.512
C (-1.4808, 2.3476, 0.2958)  -0.098
C (-1.4480, 3.3507, 1.1953)  -0.044
N (-0.5547, 2.9547, 2.1652)  -0.488
H (3.1033, -1.5395, 2.3365)  0.225
H (3.7204, -0.7641, 4.6069)  0.228
H (2.5031, 1.1307, 5.6485)  0.231
H (0.7155, 2.2490, 4.4057)  0.203
H (-2.0772, 2.2812, -0.5957)  0.215
H (-1.9635, 4.2938, 1.2279)  0.246
H (-0.3340, 3.4633, 3.0047)  0.440
N (-2.2930, -0.6974, -0.5365)  -0.800
C (-2.4641, -2.0701, -1.0845)  -0.230
C (-1.7175, -3.0071, -0.1605)  -0.258
N (-0.3481, -2.4456, 0.0063)  -0.756
H (-2.8750, -0.6098, 0.2978)  0.446
H (-2.6507, -0.0033, -1.1835)  0.398
H (-2.0294, -2.1028, -2.0847)  0.191
H (-3.5170, -2.3384, -1.1587)  0.235
H (-1.6907, -4.0245, -0.5468)  0.223
H (-2.1936, -3.0189, 0.8139)  0.259
H (0.2699, -2.7856, -0.7188)  0.396
H (0.0549, -2.7463, 0.8910)  0.430
F (-1.2066, -1.0512, 1.9239)  -0.606
P (-2.6070, -0.7789, 3.0189)  2.631
F (-1.6709, 0.1805, 3.8605)  -0.564
F (-2.9999, 0.4630, 2.0555)  -0.589
F (-3.4278, -1.7400, 1.9865)  -0.593
F (-3.8615, -0.5706, 3.9353)  -0.552
F (-2.0852, -2.0524, 3.7889)  -0.554
C (1.4403, 1.0888, -1.3748)  -0.083
N (0.4072, -0.0243, -1.5814)  -0.425
C (-0.5258, 0.4451, -2.6622)  -0.072
N (0.1741, 0.7891, -3.8767)  -0.447
C (1.1507, 1.8496, -3.5971)  -0.081
N (2.1280, 1.4153, -2.6001)  -0.445
C (2.8210, 0.2257, -3.0952)  -0.080
N (1.8698, -0.8609, -3.3610)  -0.447
C (1.1713, -1.1930, -2.1459)  -0.081
C (0.8997, -0.3948, -4.3553)  -0.082
H (2.1431, 0.7402, -0.6263)  0.252
H (0.9252, 1.9664, -1.0054)  0.218
H (-1.0663, 1.3158, -2.2989)  0.207
H (-1.2259, -0.3591, -2.8866)  0.196
H (0.6263, 2.7321, -3.2279)  0.207
H (1.6653, 2.1066, -4.5216)  0.219
H (3.5492, -0.1037, -2.3537)  0.213
H (3.3421, 0.4705, -4.0193)  0.217
H (1.8773, -1.5230, -1.3826)  0.237
H (0.4584, -1.9890, -2.3713)  0.185
H (0.1863, -1.1927, -4.5695)  0.202
H (1.4254, -0.1407, -5.2738)  0.222

(3)
Formula: C17H27CrO7PS2
Source: OMol25
Level of theory: ωB97M-V/def2-TZVPD

Output
Strongest force on any atom in Eh/bohr: 0.0294
Multiplicity: 5
<S²>: 6.020
Highest occupied orbital energy (alpha / beta) in hartree: -0.2989 / -0.3039
Relative energy (zero: lowest compared OMol25 entry of this formula, charge and spin) in eV: 1.1669

Last column: Löwdin spin population.
Cartesian coordinates (Å):
Cr (0.4636, 0.3070, 0.1434)  3.724
O (1.1912, -0.8274, 3.0052)  0.022
C (0.2465, -0.8841, 2.1328)  0.024
O (-0.5588, 0.0394, 1.8885)  0.061
C (0.0915, -2.2145, 1.4086)  0.008
O (-0.0815, -1.9776, -0.0018)  0.007
C (1.0546, -2.3692, -0.8442)  0.002
C (1.9985, -1.1730, -0.7877)  0.008
O (2.9068, -1.1666, 0.0307)  0.045
O (1.5445, -0.1480, -1.4644)  0.039
H (1.2500, 0.1305, 3.3841)  0.000
H (0.9337, -2.8713, 1.6083)  0.000
H (-0.8365, -2.6532, 1.7763)  0.001
H (1.4996, -3.2865, -0.4672)  0.000
H (0.6362, -2.5009, -1.8372)  0.000
C (-3.4755, 1.2725, 0.8234)  0.000
C (-2.6445, 1.1842, -0.4295)  0.008
C (-2.6083, 0.0127, -1.1884)  0.008
C (-1.8372, -0.0708, -2.3397)  0.005
C (-1.0760, 1.0166, -2.7533)  0.007
C (-1.0889, 2.1816, -2.0013)  0.007
C (-1.8694, 2.2613, -0.8510)  0.009
H (-2.9427, 0.8406, 1.6726)  0.000
H (-4.4171, 0.7345, 0.7077)  0.000
H (-3.7020, 2.3096, 1.0707)  0.000
H (-3.1993, -0.8409, -0.8746)  0.000
H (-1.8253, -0.9895, -2.9133)  0.000
H (-0.4620, 0.9471, -3.6409)  0.000
H (-0.4936, 3.0331, -2.3051)  0.000
H (-1.8771, 3.1761, -0.2699)  0.000
C (0.1197, 5.1763, 2.6832)  0.001
C (1.5444, 5.4490, 2.2435)  0.000
C (1.6490, 5.9339, 0.8120)  -0.001
O (2.4347, 4.3134, 2.4539)  -0.003
P (2.1789, 2.7486, 2.3594)  0.005
S (1.2420, 2.0906, 3.9524)  0.002
S (1.3367, 2.4575, 0.5315)  0.005
O (3.6415, 2.1604, 2.4021)  0.003
C (4.8521, 2.3788, 1.6178)  0.000
C (4.6484, 2.1954, 0.1295)  0.001
C (5.4745, 3.7113, 1.9804)  0.000
H (-0.4697, 6.0830, 2.5322)  0.000
H (0.0742, 4.8955, 3.7339)  0.000
H (-0.3259, 4.3709, 2.0968)  0.001
H (1.9826, 6.2017, 2.8989)  0.000
H (1.2190, 5.2142, 0.1172)  0.000
H (2.6918, 6.1023, 0.5386)  0.000
H (1.1111, 6.8796, 0.7174)  0.000
H (5.4897, 1.5749, 1.9840)  0.000
H (4.0791, 3.0183, -0.3027)  0.001
H (4.1284, 1.2636, -0.0912)  0.000
H (5.6325, 2.1701, -0.3443)  0.000
H (4.8274, 4.5359, 1.6837)  0.000
H (6.4290, 3.8118, 1.4603)  0.000
H (5.6526, 3.7793, 3.0535)  0.000